{
  "formula": "C20H19AuF6N7O2PSb",
  "method": "ωB97M-V/def2-TZVPD",
  "symbols": ["Au", "C", "N", "C", "C", "N", "C", "P", "C", "N", "C", "C", "N", "C", "C", "N", "C", "C", "N", "C", "H", "H", "H", "H", "H", "H", "H", "H", "H", "H", "H", "H", "H", "H", "H", "O", "C", "N", "C", "O", "C", "C", "C", "C", "C", "C", "H", "H", "H", "H", "F", "Sb", "F", "F", "F", "F", "F"],
  "xyz": [[-0.50494, -1.02645, -0.18829], [-0.21710, -1.76198, 5.28314], [-0.50570, -2.04346, 3.86071], [-1.03163, -3.21377, 3.38383], [-1.14527, -3.08485, 2.03036], [-0.67785, -1.84298, 1.70357], [-0.30642, -1.21358, 2.81202], [0.31327, 0.48007, 2.94788], [-0.99630, 1.35191, 1.95048], [-1.74220, 0.74777, 1.01867], [-2.54319, 1.67124, 0.51444], [-2.28783, 2.94793, 1.19389], [-1.33464, 2.70735, 2.06567], [-0.67243, 3.72901, 2.91147], [1.48403, 0.36939, 1.56553], [1.33729, -0.37399, 0.44825], [2.39820, -0.11332, -0.37903], [3.21224, 0.75625, 0.25807], [2.63450, 1.04969, 1.46351], [3.15143, 2.06780, 2.39460], [-0.44913, -2.65029, 5.86010], [-0.83232, -0.93900, 5.63651], [0.83335, -1.52073, 5.41188], [-1.27509, -4.04079, 4.03062], [-1.51874, -3.77806, 1.29294], [-3.25670, 1.47682, -0.27521], [-2.72349, 3.92525, 1.03742], [-1.42507, 4.39825, 3.31621], [0.02885, 4.28173, 2.29285], [-0.15204, 3.23627, 3.72563], [2.51110, -0.56462, -1.35133], [4.13557, 1.20433, -0.06897], [4.22333, 1.94060, 2.50897], [2.67338, 1.95974, 3.36292], [2.94243, 3.05393, 1.98641], [-1.56552, -2.54629, -1.24498], [-0.92996, -2.22822, -2.32153], [-0.04358, -1.28805, -2.12642], [0.53562, -0.85454, -3.38873], [1.31608, 0.02152, -3.54815], [-0.07598, -1.81199, -4.36985], [0.14955, -1.91783, -5.72082], [-0.56068, -2.90521, -6.40648], [-1.46731, -3.73768, -5.75892], [-1.71425, -3.60632, -4.39395], [-0.98621, -2.64543, -3.72173], [0.83390, -1.25601, -6.23360], [-0.39590, -3.02794, -7.46916], [-1.97619, -4.50828, -6.31997], [-2.43940, -4.23078, -3.88717], [-0.33888, 1.37388, -1.29402], [0.47825, 3.10871, -1.39456], [2.15127, 2.38449, -1.75993], [-0.02909, 3.19972, -3.17040], [1.15003, 4.82366, -1.19459], [-1.23019, 3.69976, -0.75459], [0.85752, 2.76535, 0.47382]],
  "forces_ev_per_angstrom": [[1.79, -3.32, -0.20], [-0.07, -0.01, -0.26], [-0.05, -0.02, 0.26], [0.09, 0.10, 0.12], [0.10, 0.19, -0.13], [-0.47, 0.42, 0.02], [-0.30, -0.21, 0.31], [0.14, 0.36, -0.26], [-0.06, 0.07, 0.17], [-0.34, 0.69, 0.33], [-0.14, 0.65, 0.29], [-0.19, -0.45, -0.60], [0.21, -0.31, 0.48], [-0.09, -0.19, -0.25], [0.38, -0.13, -0.44], [-0.52, 1.05, 0.18], [-0.27, -0.50, -0.13], [0.24, 0.22, 0.35], [0.32, 0.04, 0.30], [-0.06, -0.15, -0.23], [-0.02, -0.05, -0.02], [-0.05, 0.01, -0.03], [0.06, -0.01, -0.04], [0.03, 0.05, -0.01], [0.06, 0.06, 0.04], [0.08, 0.12, 0.05], [-0.07, -0.16, 0.09], [-0.07, -0.04, 0.00], [0.04, -0.03, -0.05], [0.00, -0.06, 0.04], [-0.08, 0.10, 0.08], [-0.02, 0.00, 0.08], [0.02, -0.07, 0.00], [-0.02, -0.06, 0.05], [-0.05, -0.01, -0.05], [-0.34, 0.55, -0.13], [-0.60, -0.57, -0.03], [0.71, 1.28, -0.10], [-0.17, -0.10, -0.18], [-0.02, -0.08, 0.20], [0.02, 0.09, -0.04], [-0.03, 0.04, -0.05], [0.02, -0.09, -0.06], [0.07, 0.02, 0.00], [0.03, -0.02, 0.09], [-0.27, -0.15, 0.14], [0.04, -0.02, 0.03], [-0.03, 0.00, 0.02], [-0.07, 0.05, -0.04], [0.08, -0.01, -0.03], [0.01, -0.02, -0.21], [-0.13, -0.11, 0.19], [0.31, -0.07, -0.20], [-0.08, 0.19, -0.18], [0.02, 0.24, -0.04], [-0.14, 0.22, -0.07], [-0.06, 0.20, 0.15]],
  "mulliken_spin": [0.003, -0.001, 0.000, 0.002, 0.001, 0.000, 0.013, 0.001, 0.350, -0.067, 0.346, 0.329, -0.030, 0.001, 0.016, 0.005, 0.004, 0.009, 0.000, 0.000, 0.000, 0.000, 0.000, 0.000, 0.000, -0.010, -0.007, 0.000, -0.001, -0.004, 0.001, 0.000, 0.000, 0.000, 0.000, 0.000, 0.000, 0.000, 0.000, 0.000, 0.000, 0.000, 0.000, 0.000, 0.000, 0.000, 0.000, 0.000, 0.000, 0.000, -0.001, 0.003, 0.000, 0.001, 0.001, 0.025, 0.011],
  "homo_energy_ev": [-14.79, -14.79],
  "spin_multiplicity": 2,
  "homo_lumo_gap_ev": [6.703, 5.522],
  "charge": 2,
  "e_above_lowest_ev": 0.000,
  "lumo_ev": [-8.08, -9.26]
}